Computed, not measured: a gas-phase ion, C7H16N4 (charge +2) in a non-equilibrium geometry, with ωB97M-V/def2-TZVPD.

The total energy comes out at -494.64122 a.u. The total charge is +2. Its relative energy (zero: lowest compared OMol25 entry of this formula, charge and spin) is 276.4 kJ/mol. As for the structure (SMILES): C=C(C)N(C)C(=[NH2+])N(C)C=[NH2+]. The strongest force on any atom comes out at 0.089 hartree/bohr. As for the HOMO energy: -17.3 eV. For the orbital gap, the calculation gives 8.884 eV.

XYZ file:
```
27
Properties=species:S:1:pos:R:3:lowdin_charge:R:1
C 0.20 -0.11 -0.32 -0.289
C 0.30 -1.41 -2.35 -0.069
C -0.11 0.30 2.14 -0.298
C 0.61 0.96 3.02 0.145
C -1.23 -0.56 2.60 -0.034
C 0.09 0.89 -2.64 0.062
C -1.31 1.57 0.32 -0.017
N 0.02 -0.28 -1.70 -0.004
N -0.26 0.65 0.62 0.000
N 1.28 -0.83 -0.02 0.224
N 0.14 -1.79 -3.62 0.255
H 0.34 -2.25 -1.73 0.155
H 0.57 0.52 4.03 0.121
H 1.14 1.85 2.80 0.088
H -1.33 -0.80 3.64 0.090
H -1.25 -1.57 2.10 0.105
H -2.21 0.00 2.32 0.125
H -0.10 0.53 -3.70 0.117
H -0.57 1.76 -2.37 0.116
H 1.11 1.26 -2.50 0.121
H -1.89 1.22 -0.58 0.121
H -1.96 1.62 1.19 0.093
H -0.89 2.69 0.24 0.170
H 1.63 -0.65 0.96 0.162
H 1.99 -1.01 -0.71 0.144
H 0.15 -1.10 -4.35 0.127
H 0.08 -2.79 -3.82 0.169
```

---

Computed, not measured: a molecular structure, C19H42IrP2Si in a non-equilibrium geometry, with ωB97M-V/def2-TZVPD.

The total energy comes out at -1824.75693 a.u. Its expectation value of S² is 8.76. The total charge is +2. Its relative energy (zero: lowest compared OMol25 entry of this formula, charge and spin) is 0.0 kJ/mol. The strongest force on any atom comes out at 0.154 hartree/bohr. As for the HOMO energy (alpha / beta): -11.1 / -14.9 eV. Its spin multiplicity is 6. For the orbital gap (alpha / beta), the calculation gives 4.857 / 4.517 eV.

XYZ file:
```
65
Properties=species:S:1:pos:R:3:lowdin_charge:R:1
P -1.95 -2.31 -3.33 0.574
P -0.82 0.25 -4.13 0.511
C -2.50 -1.69 -5.00 -0.364
C -1.30 -0.96 -5.52 -0.373
H -3.34 -1.02 -4.78 0.090
H -2.85 -2.50 -5.66 0.103
H -0.46 -1.66 -5.69 0.080
H -1.49 -0.39 -6.44 0.096
C -1.89 1.68 -4.50 -0.208
H -1.38 2.64 -4.48 0.027
H -2.72 1.66 -3.80 0.047
H -2.26 1.50 -5.52 0.075
C 0.57 0.90 -5.07 -0.261
H 0.16 1.04 -6.10 0.082
H 1.46 0.26 -5.11 0.050
H 0.85 1.89 -4.70 0.005
C -3.24 -3.52 -2.97 -0.207
H -3.83 -3.14 -2.12 0.057
H -2.86 -4.51 -2.71 0.068
H -3.92 -3.66 -3.83 0.070
C -0.40 -3.29 -3.71 -0.208
H 0.36 -2.70 -4.24 0.034
H -0.65 -4.17 -4.30 0.074
H 0.05 -3.60 -2.76 0.039
Ir -1.27 -0.61 -2.33 0.938
C 1.87 4.39 -4.29 -0.079
C 0.94 3.73 -3.60 -0.143
C 1.19 2.86 -2.42 -0.171
C 2.50 2.04 -2.40 -0.128
C 3.12 1.53 -3.66 0.042
C 3.90 2.16 -4.57 0.091
C 4.25 3.61 -4.63 -0.121
C 3.30 4.51 -3.85 -0.174
C -1.07 -2.24 -0.87 -0.249
H 1.63 4.96 -5.21 0.137
H -0.11 3.95 -3.83 0.110
H 0.32 2.19 -2.31 0.058
H 1.18 3.47 -1.50 0.146
H 3.26 2.50 -1.76 0.148
H 2.19 1.12 -1.88 0.112
H 3.01 0.45 -3.79 0.130
H 4.43 1.53 -5.30 0.155
H 4.27 3.94 -5.68 0.153
H 5.27 3.72 -4.21 0.165
H 3.38 4.33 -2.78 0.111
H 3.63 5.55 -4.00 0.139
H -0.03 -2.06 -0.55 0.036
H -1.14 -3.29 -1.19 0.017
H -1.76 -2.09 -0.03 -0.006
C -3.46 -0.46 0.65 -0.199
Si -1.75 0.08 1.21 0.473
C -1.87 1.60 2.31 -0.183
C -1.04 -1.19 2.45 -0.174
C -0.82 0.38 -0.48 -0.356
H -3.71 -1.39 1.19 0.047
H -3.59 -0.61 -0.44 0.006
H -4.18 0.31 0.97 0.047
H -2.67 1.47 3.05 0.054
H -0.93 1.77 2.86 0.041
H -2.09 2.47 1.69 0.030
H -0.86 -2.17 1.98 0.017
H -0.09 -0.90 2.92 0.041
H -1.76 -1.35 3.27 0.055
H -0.74 1.48 -0.60 0.010
H 0.22 0.03 -0.34 0.011
```